No. 1
2 unconnected molecules or ions with the total composition ClN3O2, computed with ωB97M-V/def2-TZVPD.

Structure (ORCA input):
```
! wB97M-V def2-TZVPD RIJCOSX def2/J DEFGRID3
* xyz 0 1
N -0.26462 0.70373 0.27459
N 1.58831 -0.41184 -0.57697
N -1.07277 -0.18151 0.14922
O -1.41427 -1.28547 0.18874
O -1.68469 1.03159 -0.14904
Cl 2.84804 0.14350 0.11346
*
```

Properties
- E_tot (eV) = -21076.67665
- LUMO energy (spin up / spin down) (eV) = -1.2 / -1.3
- relative energy (zero: lowest compared OMol25 entry of this formula, charge and spin) (kcal/mol) = 152.9
- orbital gap (spin up / spin down) (Ha) = 0.3077 / 0.3082
- E_HOMO (spin up / spin down) (eV) = -9.593 / -9.705

Here are the Löwdin charges for atoms 1 to 5, given in e: atom 1 (N): 0.15, atom 2 (N): -0.53, atom 3 (N): -0.42, atom 4 (O): 0.17, atom 5 (O): 0.03

No. 2
C9H20OSi in the gas phase, computed with ωB97M-V/def2-TZVPD.

Structure (ORCA input):
```
! wB97M-V def2-TZVPD RIJCOSX def2/J DEFGRID3
* xyz 0 1
O -1.52441 -0.21976 -1.59068
C 0.50954 -1.69236 -2.19819
C 2.07135 0.31394 -1.51016
C 1.34910 -1.37106 0.18576
C -0.96342 1.05195 -1.79764
C 0.93845 -0.63991 -1.10487
C -1.17489 -1.11989 1.99142
C -2.23551 1.58622 1.18296
C 0.60621 1.44722 2.19129
C -0.39327 0.14068 -0.78902
Si -0.67254 0.57800 1.13065
H 1.29197 -2.38551 -2.53525
H 0.06049 -1.14375 -3.10952
H -0.22636 -2.35789 -1.75290
H 1.84763 0.95405 -2.39623
H 2.11677 0.98910 -0.63744
H 3.09007 -0.17372 -1.67477
H 0.64544 -2.17775 0.36011
H 2.40269 -1.76782 0.05717
H 1.22155 -0.74951 1.10829
H -1.65292 1.91175 -1.54994
H -0.66816 1.14583 -2.83348
H -0.36729 -1.47367 2.68390
H -1.22513 -1.82272 1.20586
H -2.08924 -1.18381 2.47470
H -2.50035 1.94517 2.13459
H -3.03266 0.85784 0.94286
H -2.28207 2.41414 0.48686
H 1.58315 1.40674 1.69369
H 0.38895 2.49242 2.48880
H 0.88484 1.04405 3.16118
*
```

Properties
- E_tot (eV) = -19580.98962
- SMILES string = CC(C)(C)[C@@]1([Si](C)(C)C)CO1
- LUMO energy (eV) = 0.8
- relative energy (zero: lowest compared OMol25 entry of this formula, charge and spin) (kcal/mol) = 48.2
- orbital gap (Ha) = 0.3752
- E_HOMO (eV) = -9.408

Here are the Löwdin charges for atoms 1 to 5, given in e: atom 1 (O): -0.07, atom 2 (C): -0.04, atom 3 (C): -0.05, atom 4 (C): -0.08, atom 5 (C): -0.15

No. 3
A molecular structure, C16H35AsF9N5O8STl, computed with ωB97M-V/def2-TZVPD.

Structure (ORCA input):
```
! wB97M-V def2-TZVPD RIJCOSX def2/J DEFGRID3
* xyz 1 1
Tl 0.12750 0.38067 0.27478
As -2.03821 -0.35256 3.17138
F -0.45243 0.39280 3.04226
F -1.35902 -1.75465 2.37253
F -3.57320 -1.10897 3.18100
F -2.64271 1.06979 3.88024
F -2.30268 0.30535 1.56300
F -1.64811 -1.01967 4.70321
C -4.71668 1.72353 -0.42229
F -4.83960 0.39247 -0.38773
F -5.74487 2.20936 -1.09816
F -4.64702 2.18810 0.79937
S -3.15957 2.16452 -1.38835
O -3.48431 1.95735 -2.77307
O -2.89082 3.53848 -1.04015
O -2.12757 1.25526 -0.86448
C 1.28522 -2.10964 4.22816
C 2.04683 -1.87581 2.95415
O 1.65256 -0.98446 2.17487
N 3.09727 -2.63953 2.62078
C 3.57627 -3.82283 3.32064
H 1.24257 -1.17122 4.76948
H 1.72508 -2.89930 4.82872
H 0.27963 -2.36273 3.89825
H 3.50944 -2.45534 1.72011
H 4.22712 -4.43579 2.71145
H 2.71864 -4.40552 3.66336
H 4.08251 -3.56594 4.25559
C -0.73585 -4.04505 -1.50372
C -1.53964 -3.02356 -0.73493
O -0.97019 -1.95619 -0.45046
N -2.80851 -3.28726 -0.42396
C -3.66419 -2.29011 0.19849
H 0.18178 -4.27462 -0.96751
H -0.44768 -3.62291 -2.46459
H -1.32654 -4.95340 -1.63170
H -3.12598 -4.21894 -0.62879
H -4.66281 -2.24245 -0.21833
H -3.13935 -1.34349 0.11326
H -3.70629 -2.45466 1.27621
C 1.19911 -0.31825 -4.46196
C -0.08484 -0.47557 -3.68327
O -0.17473 -0.16075 -2.49497
N -1.09196 -1.10598 -4.30447
C -2.39834 -1.27621 -3.72297
H 1.97538 -0.97350 -4.07390
H 1.52223 0.71540 -4.33188
H 1.03906 -0.51543 -5.52049
H -0.94286 -1.45571 -5.23451
H -3.18126 -1.03203 -4.43816
H -2.54227 -0.60209 -2.88115
H -2.57667 -2.27175 -3.30707
C 2.82787 3.47058 -2.21559
C 1.38599 3.02001 -2.24656
O 0.83068 2.52487 -1.25502
N 0.76277 3.22444 -3.41670
C -0.63938 3.00652 -3.67068
H 3.11083 3.80569 -1.22187
H 2.99999 4.24936 -2.95663
H 3.52071 2.65749 -2.44834
H 1.25783 3.70476 -4.14871
H -0.84500 2.06205 -4.18069
H -1.03424 3.83259 -4.25743
H -1.21956 2.95167 -2.75761
C 1.84870 1.90872 4.30089
C 2.34341 2.12997 2.89960
O 1.62278 1.94903 1.92313
N 3.64762 2.44303 2.77093
C 4.28734 2.76468 1.51377
H 1.81110 0.84742 4.52407
H 0.86102 2.34627 4.41853
H 2.51469 2.38759 5.02128
H 4.09540 2.73837 3.62277
H 3.51235 2.79934 0.74906
H 5.00094 2.00055 1.20711
H 4.75469 3.74577 1.55642
*
```

Properties
- E_tot (eV) = -141810.12597
- LUMO energy (eV) = -8.5
- relative energy (zero: lowest compared OMol25 entry of this formula, charge and spin) (kcal/mol) = 0.0
- orbital gap (Ha) = 0.1389
- E_HOMO (eV) = -12.257

Here are the Löwdin charges for atoms 1 to 5, given in e: atom 1 (Tl): 1.49, atom 2 (As): 0.72, atom 3 (F): -0.27, atom 4 (F): -0.25, atom 5 (F): -0.21

No. 4
2 unconnected molecules or ions with the total composition CH5N3O3, computed with ωB97M-V/def2-TZVPD.

Structure (ORCA input):
```
! wB97M-V def2-TZVPD RIJCOSX def2/J DEFGRID3
* xyz 0 1
N -2.05782 -0.12741 -0.27120
O -0.30830 1.58983 -0.14583
N -0.48093 0.76212 0.98887
N -1.37415 -0.14941 0.88058
H 0.17094 2.33878 0.24410
H -2.41313 -1.04005 -0.53349
H -1.56802 0.38203 -1.00218
C 1.39996 -0.92522 0.30630
O 2.26704 -0.04416 -0.23483
O 0.72637 -1.68132 -0.42004
H 1.98235 0.02993 -1.16686
H 1.65568 -1.13511 1.35457
*
```

Properties
- E_tot (eV) = -11727.94009
- SMILES string = N/N=N\O.O=CO
- LUMO energy (eV) = 0.6
- relative energy (zero: lowest compared OMol25 entry of this formula, charge and spin) (kcal/mol) = 18.3
- orbital gap (Ha) = 0.3825
- E_HOMO (eV) = -9.781

Here are the Löwdin charges for atoms 1 to 5, given in e: atom 1 (N): 0.05, atom 2 (O): -0.09, atom 3 (N): -0.08, atom 4 (N): -0.07, atom 5 (H): 0.10

No. 5
A molecular structure, C22H13BCl2F4MoN4O3STe, computed with ωB97M-V/def2-TZVPD.

Structure (ORCA input):
```
! wB97M-V def2-TZVPD RIJCOSX def2/J DEFGRID3
* xyz -2 1
Mo -0.57859 -0.43958 0.26991
Cl -2.01416 -1.19111 -6.50715
C -1.23527 -1.33135 -4.95461
C -1.62524 -0.46101 -3.94376
C -1.01689 -0.54458 -2.70085
N -1.28982 0.25953 -1.57973
C -1.92796 1.44887 -1.67122
O -2.42039 1.98351 -2.65270
C -1.90991 2.18162 -0.34675
C -2.66200 3.32227 -0.15523
C -2.60914 3.94443 1.07705
C -1.77972 3.42948 2.06118
C -1.05133 2.29145 1.78673
N -1.11828 1.66939 0.60343
C -0.00904 -1.50525 -2.47709
C 0.36301 -2.37421 -3.48928
C -0.25420 -2.27940 -4.72965
Cl 0.24297 -3.37729 -5.98733
N 0.52101 -1.48690 -1.17811
C 1.69819 -2.05516 -0.85123
O 2.52713 -2.59691 -1.56791
C 1.99642 -1.88004 0.62010
C 2.95615 -2.66489 1.23360
C 3.18214 -2.49996 2.58529
C 2.45777 -1.53964 3.27965
C 1.53323 -0.77983 2.59272
N 1.29717 -0.94592 1.28619
H -2.39140 0.27524 -4.11967
H -3.30787 3.64472 -0.95675
H -3.23458 4.80279 1.28234
H -1.72626 3.87517 3.04434
H -0.39650 1.84051 2.51965
H 1.12187 -3.11737 -3.30676
H 3.45384 -3.41063 0.63111
H 3.89626 -3.12575 3.10495
H 2.59403 -1.38863 4.34135
H 0.93558 -0.02437 3.08463
O -1.61469 -1.30831 1.18470
F -4.61684 0.50555 0.22893
B -5.24115 1.41397 1.09883
F -6.43341 0.87611 1.60618
F -4.36218 1.71661 2.17274
F -5.52756 2.62239 0.40972
Te -0.12319 -4.82000 0.48475
C 1.27016 -6.39569 0.44293
C 2.41970 -6.49433 -0.30554
C 3.15802 -7.69158 -0.09044
C 2.57834 -8.51290 0.83025
S 1.11052 -7.82008 1.40290
H 2.71181 -5.71429 -0.99609
H 4.08470 -7.93011 -0.59852
H 2.92176 -9.47504 1.17784
*
```

Properties
- E_tot (eV) = -91715.53054
- LUMO energy (eV) = 4.1
- relative energy (zero: lowest compared OMol25 entry of this formula, charge and spin) (kcal/mol) = 31.1
- orbital gap (Ha) = 0.1940
- E_HOMO (eV) = -1.211

Here are the Löwdin charges for atoms 1 to 5, given in e: atom 1 (Mo): 1.50, atom 2 (Cl): 0.61, atom 3 (C): -0.68, atom 4 (C): -0.04, atom 5 (C): -0.19

No. 6
C5H13NS in the gas phase, computed with ωB97M-V/def2-TZVPD.

Structure (ORCA input):
```
! wB97M-V def2-TZVPD RIJCOSX def2/J DEFGRID3
* xyz 0 1
C -1.49766 1.42906 -0.41583
C -2.13088 0.05749 -0.77053
S -2.12285 -1.09524 0.70139
C 0.08130 1.38060 -0.25190
N 0.76836 0.05313 -0.45011
C 1.69024 -0.33845 0.61522
C 2.34317 -1.76646 0.33636
H -1.62185 2.06133 -1.30202
H -1.97565 1.92799 0.49617
H -1.68608 -0.48169 -1.67468
H -3.23726 0.17475 -0.99106
H -3.06618 -0.47159 1.37976
H 0.38305 1.76731 0.74155
H 0.49863 2.05675 -1.08535
H 0.03346 -0.65594 -0.42898
H 1.29316 -0.37489 1.66510
H 2.62089 0.44962 0.63965
H 3.03992 -1.74668 -0.44088
H 1.64843 -2.48973 -0.00373
H 2.93780 -1.93736 1.23989
*
```

Properties
- E_tot (eV) = -17719.74312
- SMILES string = CCNCCCS
- LUMO energy (eV) = 0.8
- relative energy (zero: lowest compared OMol25 entry of this formula, charge and spin) (kcal/mol) = 34.8
- orbital gap (Ha) = 0.3496
- E_HOMO (eV) = -8.708

Here are the Löwdin charges for atoms 1 to 5, given in e: atom 1 (C): -0.25, atom 2 (C): -0.54, atom 3 (S): 0.68, atom 4 (C): -0.22, atom 5 (N): -0.12

Copy entry 6 word for word.
C5H13NS in the gas phase, computed with ωB97M-V/def2-TZVPD.

Structure (ORCA input):
```
! wB97M-V def2-TZVPD RIJCOSX def2/J DEFGRID3
* xyz 0 1
C -1.49766 1.42906 -0.41583
C -2.13088 0.05749 -0.77053
S -2.12285 -1.09524 0.70139
C 0.08130 1.38060 -0.25190
N 0.76836 0.05313 -0.45011
C 1.69024 -0.33845 0.61522
C 2.34317 -1.76646 0.33636
H -1.62185 2.06133 -1.30202
H -1.97565 1.92799 0.49617
H -1.68608 -0.48169 -1.67468
H -3.23726 0.17475 -0.99106
H -3.06618 -0.47159 1.37976
H 0.38305 1.76731 0.74155
H 0.49863 2.05675 -1.08535
H 0.03346 -0.65594 -0.42898
H 1.29316 -0.37489 1.66510
H 2.62089 0.44962 0.63965
H 3.03992 -1.74668 -0.44088
H 1.64843 -2.48973 -0.00373
H 2.93780 -1.93736 1.23989
*
```

Properties
- E_tot (eV) = -17719.74312
- SMILES string = CCNCCCS
- LUMO energy (eV) = 0.8
- relative energy (zero: lowest compared OMol25 entry of this formula, charge and spin) (kcal/mol) = 34.8
- orbital gap (Ha) = 0.3496
- E_HOMO (eV) = -8.708

Here are the Löwdin charges for atoms 1 to 5, given in e: atom 1 (C): -0.25, atom 2 (C): -0.54, atom 3 (S): 0.68, atom 4 (C): -0.22, atom 5 (N): -0.12